BH4N in the gas phase in a non-equilibrium geometry, computed with wB97M-V/def2-TZVPD.

Last column: Mulliken charge in e.
Element x y z (Å)
1 B 0.38934 -0.25527 0.62308  0.12
2 N -0.31854 0.36537 -0.47890  -0.46
3 H 0.94322 0.43487 1.24810  -0.07
4 H 0.33097 -1.37570 0.83400  -0.07
5 H -0.03954 1.31416 -0.68681  0.22
6 H -1.14166 -0.28302 -1.16092  0.27

Atomic forces in eV per Å
B -2.787 0.035 -3.550
N -1.899 -4.001 -0.616
H 2.028 2.086 1.875
H -0.293 -1.288 0.191
H -0.875 -0.129 -0.571
H 3.826 3.298 2.671

Its spin multiplicity is 1. The value obtained for the energy is -2230.675 eV. As for the HOMO energy: -10.5 eV. Its structure (SMILES) is BN. Its frontier orbital gap is 11.26 eV.